1.
This record from the Open Molecules 2025 dataset describes a 4-piece molecular cluster, C35H65F3N3O6 overall. The level of theory is ωB97M-V/def2-TZVPD.

Multiplicity: 4
Kohn-Sham gap (spin up / spin down), eV: 9.51 / 9.10
Lowest unoccupied orbital energy (spin up / spin down), eV: 0.46 / -0.53

Each line ends with the Mulliken spin population.
Element x y z (Å)
C1 -0.823 -0.375 -0.583  0.00
C2 -0.840 -0.851 -2.153  0.00
C3 0.741 -1.266 -2.429  0.00
O1 1.186 -1.440 -3.831  0.00
O2 0.793 -2.601 -1.758  0.00
C4 -0.492 -3.372 -1.827  0.00
O3 -0.717 -4.602 -1.359  0.00
C5 -1.504 -2.289 -2.575  0.00
C6 -3.064 -2.626 -2.203  0.00
C7 -3.971 -1.338 -1.754  0.00
C8 -4.085 -0.140 -2.867  0.00
F1 -5.520 0.302 -3.040  0.00
F2 -3.399 1.058 -2.254  0.00
F3 -3.525 -0.469 -4.202  0.00
H1 0.124 0.337 -0.463  0.00
H2 -0.656 -1.302 0.126  0.00
H3 -1.755 0.286 -0.288  0.00
H4 -1.014 0.098 -2.823  0.00
H5 1.569 -0.626 -1.864  0.00
H6 1.889 -0.719 -3.978  0.00
H7 -1.455 -2.296 -3.749  0.00
H8 -3.029 -3.353 -1.257  0.00
H9 -3.522 -3.263 -3.088  0.00
H10 -5.079 -1.750 -1.595  0.00
H11 -3.638 -0.953 -0.675  0.00
C9 3.221 3.544 4.083  0.01
C10 2.145 2.515 3.636  0.03
C11 1.797 1.577 4.822  0.02
C12 2.886 0.549 5.121  -0.01
C13 3.263 -0.230 3.865  0.05
C14 3.639 0.682 2.668  0.03
N1 2.629 1.767 2.427  0.29
O4 1.508 1.172 1.820  0.63
C15 5.041 1.307 2.903  0.01
C16 3.865 -0.222 1.412  -0.02
C17 0.896 3.407 3.333  -0.01
H12 3.740 3.979 3.221  -0.01
H13 2.775 4.384 4.632  0.00
H14 3.963 3.127 4.765  0.00
H15 0.863 1.038 4.612  -0.01
H16 1.607 2.167 5.728  0.00
H17 3.768 1.036 5.546  0.00
H18 2.526 -0.150 5.888  0.00
H19 4.096 -0.905 4.102  0.00
H20 2.419 -0.877 3.592  -0.03
H21 5.287 2.028 2.114  -0.01
H22 5.822 0.536 2.890  0.00
H23 5.148 1.803 3.865  0.00
H24 2.986 -0.828 1.160  0.00
H25 4.684 -0.932 1.581  0.00
H26 4.129 0.379 0.534  0.00
H27 1.093 4.092 2.499  0.00
H28 0.625 4.015 4.205  0.00
H29 0.007 2.817 3.089  0.00
C18 -0.630 -5.888 5.496  0.01
C19 -1.878 -5.098 5.011  0.03
C20 -2.279 -5.578 3.591  0.03
C21 -1.341 -5.078 2.495  -0.02
C22 -1.175 -3.564 2.564  0.01
C23 -0.750 -3.056 3.968  0.02
N2 -1.599 -3.623 5.069  0.26
O5 -2.838 -2.956 5.033  0.65
C24 0.742 -3.397 4.221  0.04
C25 -0.754 -1.493 3.947  -0.02
C26 -2.996 -5.539 6.013  0.00
H30 -0.113 -5.360 6.306  -0.01
H31 -0.904 -6.874 5.893  0.00
H32 0.086 -6.096 4.700  0.00
H33 -3.296 -5.237 3.355  0.00
H34 -2.313 -6.674 3.557  0.00
H35 -0.366 -5.571 2.569  0.00
H36 -1.747 -5.356 1.513  0.00
H37 -0.439 -3.251 1.811  0.00
H38 -2.124 -3.098 2.269  0.00
H39 1.039 -3.132 5.243  -0.02
H40 1.395 -2.837 3.540  0.00
H41 0.991 -4.443 4.054  0.00
H42 -1.730 -1.072 3.675  0.01
H43 -0.042 -1.108 3.206  0.01
H44 -0.464 -1.084 4.923  -0.01
H45 -2.757 -5.224 7.036  0.00
H46 -3.109 -6.630 6.021  0.00
H47 -3.979 -5.136 5.750  0.00
C27 -1.817 3.394 -7.325  0.02
C28 -0.992 2.801 -6.149  0.03
C29 -1.616 3.243 -4.799  0.02
C30 -1.347 4.707 -4.458  -0.02
C31 0.143 5.022 -4.531  0.02
C32 0.791 4.613 -5.881  0.03
N3 0.448 3.207 -6.283  0.29
O6 1.210 2.340 -5.478  0.63
C33 0.357 5.603 -6.994  0.01
C34 2.332 4.853 -5.779  -0.01
C35 -1.199 1.258 -6.304  -0.02
H48 -1.235 3.410 -8.254  -0.01
H49 -2.715 2.798 -7.531  0.00
H50 -2.189 4.401 -7.128  0.00
H51 -1.222 2.622 -3.983  0.00
H52 -2.700 3.074 -4.809  0.00
H53 -1.909 5.367 -5.126  0.00
H54 -1.715 4.918 -3.444  0.00
H55 0.289 6.096 -4.353  0.00
H56 0.647 4.508 -3.702  0.00
H57 0.727 5.279 -7.975  -0.01
H58 0.764 6.605 -6.810  0.00
H59 -0.720 5.745 -7.065  0.00
H60 2.797 4.297 -4.956  0.00
H61 2.554 5.911 -5.593  0.00
H62 2.838 4.572 -6.711  0.00
H63 -0.775 0.895 -7.249  0.00
H64 -2.266 1.002 -6.301  0.00
H65 -0.750 0.688 -5.485  0.01


2.
This record from the Open Molecules 2025 dataset describes a 4-piece molecular cluster, C35H68I2N3O11S overall. The level of theory is ωB97M-V/def2-TZVPD.

Total charge: +1
Kohn-Sham gap, eV: 7.44
Lowest unoccupied orbital energy, eV: -3.41

Each line ends with the Löwdin charge.
Element x y z (Å)
C1 3.548 -0.360 4.693  -0.10
C2 3.330 -0.151 3.089  -0.19
C3 1.884 0.572 2.813  -0.23
O1 1.300 0.280 1.577  -0.14
C4 0.317 -0.698 1.333  -0.28
C5 1.071 -1.539 0.134  -0.02
C6 2.219 -0.699 -0.627  -0.20
O2 3.537 -0.849 -0.023  -0.11
C7 0.251 -1.724 2.536  -0.23
O3 -0.164 -3.096 2.217  -0.14
C8 0.304 -4.023 3.222  -0.15
C9 -0.970 -4.988 3.574  -0.18
N1 -1.938 -5.038 2.421  -0.10
C10 -2.519 -6.445 2.487  -0.17
C11 -3.776 -6.611 1.497  -0.36
C12 -3.417 -7.823 0.489  -0.07
O4 -4.899 -7.042 2.307  -0.09
O5 -0.514 -1.306 3.656  -0.06
C13 -1.419 -0.211 3.519  -0.39
C14 -1.209 0.687 4.863  -0.13
C15 -2.550 1.362 5.425  -0.23
O6 -2.657 2.789 5.182  -0.15
C16 -4.011 3.206 5.061  -0.29
O7 -4.390 4.075 4.247  0.03
C17 -1.558 0.580 2.137  -0.85
I1 -3.761 1.023 2.072  1.04
I2 -0.890 2.705 2.247  1.07
N2 -1.068 -0.156 0.878  -0.20
C18 -2.010 -1.308 0.604  -0.17
C19 -3.096 -1.247 -0.549  -0.12
C20 -2.567 -1.695 -2.018  -0.39
N3 -1.537 -2.729 -2.237  0.08
O8 -3.149 -1.112 -2.983  0.03
C21 -0.813 0.682 -0.317  -0.46
S1 -2.081 1.869 -0.976  0.75
C22 -1.689 2.014 -2.808  -0.48
C23 -2.824 2.949 -3.467  -0.14
H1 2.887 0.375 5.292  0.08
H2 3.221 -1.432 4.925  0.08
H3 4.642 -0.165 4.967  0.08
H4 4.167 0.523 2.704  0.11
H5 3.311 -1.175 2.562  0.10
H6 2.166 1.699 2.819  0.13
H7 1.311 0.431 3.788  0.10
H8 0.361 -1.863 -0.695  0.09
H9 1.625 -2.460 0.558  0.16
H10 1.943 0.374 -0.882  0.12
H11 2.324 -1.228 -1.656  0.14
H12 3.921 0.050 0.107  0.11
H13 1.312 -1.973 2.939  0.17
H14 1.156 -4.705 2.887  0.13
H15 0.607 -3.549 4.214  0.13
H16 -1.500 -4.482 4.462  0.13
H17 -0.616 -6.017 3.910  0.12
H18 -2.694 -4.377 2.650  0.10
H19 -2.830 -6.584 3.591  0.13
H20 -1.652 -7.139 2.187  0.12
H21 -3.999 -5.658 0.896  0.14
H22 -2.701 -8.589 0.953  0.08
H23 -2.899 -7.400 -0.435  0.08
H24 -4.355 -8.393 0.181  0.08
H25 -5.552 -7.459 1.699  0.09
H26 -2.454 -0.699 3.726  0.11
H27 -0.301 1.367 4.835  0.09
H28 -0.945 -0.105 5.668  0.15
H29 -2.541 1.234 6.576  0.14
H30 -3.475 0.760 5.081  0.10
H31 -4.779 2.746 5.792  0.17
H32 -1.462 -2.282 0.292  0.14
H33 -2.566 -1.678 1.548  0.13
H34 -3.764 -0.334 -0.614  0.06
H35 -3.839 -2.107 -0.299  0.15
H36 -1.907 -3.301 -3.028  0.11
H37 -0.741 -2.219 -2.680  0.09
H38 0.115 1.367 -0.278  0.09
H39 -0.607 0.025 -1.250  0.12
H40 -0.621 2.434 -2.949  0.09
H41 -1.691 1.002 -3.345  0.07
H42 -3.175 3.657 -2.623  0.07
H43 -3.710 2.318 -3.823  0.09
H44 -2.366 3.555 -4.331  0.07
C24 -3.348 5.380 -8.219  -0.17
C25 -1.892 5.791 -8.220  -0.18
C26 -1.583 5.862 -6.738  -0.20
O9 -2.424 4.896 -6.091  -0.18
C27 -3.410 4.442 -7.030  -0.21
H45 -3.673 4.911 -9.149  0.12
H46 -3.980 6.256 -8.037  0.12
H47 -1.287 5.009 -8.691  0.12
H48 -1.700 6.730 -8.741  0.12
H49 -1.828 6.848 -6.328  0.12
H50 -0.535 5.643 -6.517  0.12
H51 -3.150 3.418 -7.319  0.12
H52 -4.393 4.431 -6.555  0.12
C28 2.586 5.682 -0.388  -0.17
C29 1.558 6.733 -0.743  -0.17
C30 0.700 6.006 -1.759  -0.20
O10 0.736 4.614 -1.411  -0.16
C31 1.763 4.409 -0.434  -0.22
H53 3.067 5.844 0.578  0.12
H54 3.365 5.650 -1.157  0.12
H55 0.961 6.980 0.141  0.12
H56 1.989 7.657 -1.132  0.12
H57 1.108 6.109 -2.770  0.12
H58 -0.334 6.357 -1.764  0.12
H59 1.276 4.218 0.529  0.06
H60 2.359 3.533 -0.704  0.11
C32 7.677 -2.478 -1.739  -0.18
C33 6.253 -2.024 -1.508  -0.19
C34 5.788 -2.982 -0.428  -0.21
O11 6.944 -3.323 0.349  -0.14
C35 8.116 -2.865 -0.340  -0.20
H61 8.314 -1.714 -2.188  0.12
H62 7.686 -3.358 -2.390  0.12
H63 6.247 -0.999 -1.124  0.11
H64 5.630 -2.057 -2.403  0.11
H65 5.391 -3.907 -0.861  0.12
H66 5.027 -2.546 0.219  0.09
H67 8.509 -2.000 0.206  0.12
H68 8.874 -3.651 -0.339  0.12